CH9N2O2 | ωB97M-V/def2-TZVPD

```
14
Properties=species:S:1:pos:R:3:forces:R:3
N -0.242 0.717 -1.508 -1.48 2.48 -2.17
C 0.662 -0.047 -1.129 3.40 -1.18 2.22
N 0.715 -0.927 -0.086 2.37 4.85 2.28
H -1.124 0.945 -1.047 -0.32 -0.84 -0.25
H 0.132 1.294 -2.299 -1.42 -0.17 1.00
H 1.607 0.289 -1.562 0.33 -0.86 -0.17
H 0.403 -1.803 0.013 -1.83 -3.70 -0.27
H 1.254 -0.561 0.804 -1.02 -0.70 -2.77
H 1.398 0.301 2.797 -0.03 2.43 -2.08
H 1.304 1.888 2.591 0.18 -1.69 -1.15
O 1.372 1.036 2.050 -0.11 -0.85 3.34
H -3.009 -1.101 0.442 -3.80 -1.19 2.34
H -1.542 -1.211 0.414 -1.56 0.98 -1.10
O -2.336 -0.821 -0.078 5.29 0.43 -1.22
```
Forces are in eV/Å.

Net charge = +1
LUMO = -4.65 eV
HOMO level = -15.2 eV
Frontier orbital gap = 10.52 eV
ΔE to the lowest compared entry with this formula, charge and spin = 296.6 kJ/mol
Calculated total energy = -8249.9917 eV


C10H36F2N17O14S2Sn | ωB97M-V/def2-TZVPD

```
82
Properties=species:S:1:pos:R:3:forces:R:3
Sn -1.290 -3.405 0.938 1.11 1.05 1.65
N -0.362 -0.811 -0.078 2.06 2.13 6.81
S -0.280 -0.329 -1.476 -2.42 1.35 -12.12
O 0.862 -0.812 -2.217 0.21 1.49 0.95
O -0.950 0.956 -1.957 2.64 -4.13 2.79
F -1.269 -1.487 -1.944 -1.63 -0.29 -0.30
S 0.629 0.487 0.508 2.17 3.91 4.54
O 0.031 1.849 0.620 0.12 -4.22 -0.64
O 2.039 0.475 0.192 -2.15 -0.79 -0.69
F 0.674 0.119 2.072 -0.75 -1.01 -0.71
O -0.248 -3.876 3.923 0.50 1.59 -0.11
C 0.126 -2.776 4.778 -0.41 0.33 -1.38
C 1.577 -2.150 4.807 0.60 -1.97 -0.30
O 2.734 -2.944 5.047 -1.65 0.77 -0.43
H -0.275 -2.793 5.792 0.07 -1.03 0.32
H -0.433 -1.926 4.388 -0.10 0.56 -0.01
H 1.661 -1.262 5.434 -0.39 0.13 0.36
H 1.700 -1.767 3.794 0.38 -0.04 -0.56
C 4.844 -0.499 2.467 0.68 0.87 -3.89
O 5.503 -0.343 1.433 1.18 -0.15 0.49
N 5.011 -1.380 3.386 2.06 -4.16 2.59
N 3.745 0.190 2.605 -2.30 2.03 0.27
H 5.699 -2.064 3.104 0.12 -0.11 0.34
H 4.201 -1.816 3.802 0.08 0.20 0.46
H 3.704 0.775 1.782 -1.29 0.22 0.18
H 2.987 -0.357 2.986 -0.46 0.91 -0.28
C 2.650 -3.111 -0.052 -1.99 -0.57 -1.07
O 1.881 -3.337 0.905 0.11 0.80 0.69
N 3.551 -2.176 -0.242 0.79 0.77 0.84
N 2.430 -3.852 -1.159 -0.89 -2.06 -1.43
H 3.938 -2.103 -1.172 0.15 0.41 0.50
H 3.673 -1.446 0.445 0.38 0.09 -0.30
H 2.865 -3.850 -2.071 0.36 0.52 0.52
H 1.733 -4.576 -1.057 0.34 0.13 0.14
C -1.895 1.154 -4.945 -1.32 4.40 1.31
O -2.518 2.190 -4.593 1.45 -1.05 -0.30
N -2.472 0.236 -5.624 -2.33 -3.50 -2.01
N -0.623 0.869 -4.790 2.88 0.67 0.94
H -1.855 -0.546 -5.788 -1.17 -0.50 -0.82
H -3.461 0.309 -5.815 0.36 -0.42 -0.02
H 0.005 1.583 -4.451 -0.09 -0.42 0.19
H -0.304 -0.070 -4.985 0.44 0.47 0.11
C -0.331 5.043 -1.079 2.08 1.33 -3.37
O 0.048 5.802 -1.947 -0.69 3.59 -1.48
N -1.511 5.123 -0.519 -2.16 -0.57 1.84
N 0.549 4.088 -0.910 -0.43 -2.86 2.44
H -2.119 5.876 -0.808 0.25 -0.28 0.16
H -1.718 4.568 0.299 -0.27 0.29 -0.23
H 0.161 3.265 -0.470 1.56 -0.09 -0.02
H 1.485 4.375 -1.159 -0.25 -0.83 0.18
C -3.623 -0.630 1.539 -5.02 -3.30 -0.82
O -3.734 -1.521 0.699 0.69 -3.26 -1.63
N -2.584 0.027 1.614 7.24 4.29 0.55
N -4.607 -0.340 2.344 -0.94 1.28 1.92
H -1.879 -0.215 0.933 -0.19 0.47 0.01
H -2.433 0.877 2.139 -0.21 -0.14 -0.09
H -5.394 -0.946 2.525 0.27 0.39 -0.16
H -4.305 0.430 2.924 -1.42 -0.17 0.63
C -4.123 2.108 -1.354 -0.81 -0.31 1.82
O -4.647 2.312 -0.272 -0.77 1.55 1.46
N -3.821 2.896 -2.318 0.06 4.49 -2.29
N -3.832 0.876 -1.657 1.27 -5.71 -0.54
H -3.500 2.584 -3.223 0.29 -0.29 -0.02
H -4.084 3.871 -2.292 0.11 -0.22 0.33
H -3.009 0.643 -2.194 -0.24 0.46 -0.27
H -3.933 0.227 -0.890 -0.21 0.07 -0.10
C -0.681 -3.314 -4.569 0.24 1.16 -5.41
O -0.362 -3.021 -5.721 -0.32 0.89 -0.29
N 0.174 -3.729 -3.721 3.53 -2.12 4.25
N -1.893 -3.322 -4.095 -2.67 -0.02 0.97
H -0.262 -4.103 -2.891 1.26 -0.05 0.20
H 1.140 -3.925 -3.941 -0.50 0.12 -0.10
H -1.909 -3.810 -3.212 -1.70 0.59 -0.31
H -2.653 -2.946 -4.645 -0.04 -0.42 0.54
C 2.261 3.287 3.139 -0.96 3.11 -4.33
O 2.588 4.066 2.268 0.28 0.73 -1.49
N 3.031 2.889 4.022 6.82 -1.73 6.34
N 1.097 2.764 3.276 -5.48 -1.69 -0.10
H 3.959 3.286 3.998 -0.09 -0.20 0.37
H 2.756 2.310 4.803 0.39 0.14 -0.35
H 0.937 2.253 4.133 -0.59 -0.18 -0.72
H 0.544 2.653 2.438 -0.28 0.10 0.51
```
Forces are in eV/Å.

Net charge = 0
Multiplicity = 2
LUMO (spin up / spin down) = -4.00 / -4.00 eV
HOMO level (spin up / spin down) = -8.0 / -8.0 eV
Frontier orbital gap (spin up / spin down) = 3.97 / 3.97 eV
Expectation value of S² = 0.754
Calculated total energy = -97881.0294 eV


C12H24AsCsF6O6S3 | ωB97M-V/def2-TZVPD

```
53
Properties=species:S:1:pos:R:3:forces:R:3
Cs 2.170 -1.109 0.144 -0.25 -0.09 -0.13
As -1.310 1.418 -0.836 0.09 -0.15 0.00
F -2.115 0.237 -1.808 -0.12 -0.16 -0.21
F -2.780 2.217 -0.515 -0.35 0.19 0.11
F -0.434 2.529 0.160 0.16 0.13 0.15
F 0.209 0.587 -1.162 0.37 -0.20 -0.02
F -1.003 2.393 -2.219 0.04 0.20 -0.29
F -1.518 0.374 0.538 -0.04 -0.18 0.23
C -3.807 -2.795 -1.298 -0.14 0.14 -0.01
C -4.008 -3.125 0.192 -0.20 -1.13 -0.01
C -2.705 -2.884 0.926 -0.39 0.73 0.41
S -1.484 -3.552 -0.168 -0.55 0.60 -0.08
O -1.415 -4.976 -0.008 0.11 -0.23 -0.12
O -0.281 -2.753 -0.080 0.77 -0.14 0.21
C -2.340 -3.043 -1.658 0.40 0.19 -0.30
H -4.040 -1.755 -1.525 -0.04 0.00 0.10
H -4.463 -3.430 -1.889 -0.02 0.09 -0.08
H -4.222 -4.201 0.248 0.01 0.10 0.08
H -4.856 -2.648 0.676 0.07 0.35 -0.16
H -2.659 -3.334 1.915 0.15 -0.23 -0.08
H -2.533 -1.809 1.034 0.26 -0.07 -0.16
H -2.165 -3.735 -2.480 -0.06 -0.30 0.25
H -1.818 -2.123 -1.921 -0.18 0.10 0.03
C 2.239 3.157 -3.125 -0.62 0.15 0.16
C 3.673 3.485 -3.504 0.60 0.57 0.13
C 4.518 2.253 -3.161 -0.05 0.12 -0.01
S 3.434 0.843 -3.436 -0.09 0.52 -0.43
O 3.287 0.125 -2.186 0.17 -0.25 0.22
O 3.847 0.130 -4.617 -0.10 -0.10 0.13
C 1.932 1.797 -3.721 0.33 -0.53 -0.02
H 1.490 3.874 -3.462 0.22 0.11 -0.16
H 2.117 3.136 -2.038 0.11 -0.18 0.00
H 4.072 4.349 -2.968 -0.18 -0.07 0.15
H 3.785 3.768 -4.553 -0.20 -0.36 -0.11
H 4.788 2.228 -2.106 -0.01 0.02 0.00
H 5.409 2.149 -3.773 -0.02 -0.14 -0.03
H 1.112 1.261 -3.249 -0.06 0.07 -0.04
H 1.827 1.821 -4.805 -0.13 0.10 0.01
C 0.505 1.439 4.349 0.00 -0.11 0.08
C -0.043 0.853 3.037 -0.20 0.39 0.21
C 0.227 -0.640 3.095 0.42 0.30 -0.02
S -0.175 -1.101 4.773 0.22 0.14 -0.15
O 0.734 -2.106 5.248 0.14 -0.18 0.13
O -1.593 -1.315 4.823 -0.40 -0.19 0.05
C 0.159 0.497 5.515 0.12 0.33 -0.18
H 0.092 2.431 4.523 0.08 0.04 0.00
H 1.591 1.533 4.282 -0.01 0.03 0.00
H 0.454 1.343 2.202 -0.16 -0.13 -0.17
H -1.106 1.074 2.956 -0.02 -0.16 -0.12
H 1.306 -0.778 2.968 -0.08 -0.34 0.19
H -0.335 -1.292 2.430 -0.06 0.13 -0.11
H 0.987 0.422 6.214 -0.11 -0.20 0.13
H -0.758 0.782 6.023 0.01 -0.02 0.07
```
Forces are in eV/Å.

Net charge = 0
LUMO = -0.45 eV
HOMO level = -10.6 eV
Frontier orbital gap = 10.13 eV
ΔE to the lowest compared entry with this formula, charge and spin = 0.0 kJ/mol
Calculated total energy = -135320.1234 eV


C9H19FO5 | ωB97M-V/def2-TZVPD

```
34
Properties=species:S:1:pos:R:3:forces:R:3
C 3.946 0.067 0.202 -0.12 0.12 0.09
C 2.854 -0.449 -0.699 -0.01 0.03 -0.08
F 3.105 -0.033 -1.995 0.00 -0.02 -0.17
C 1.454 0.029 -0.272 -0.09 0.14 0.40
C 0.404 -1.073 -0.274 -0.17 0.42 -0.03
O -0.789 -0.334 -0.596 0.08 -0.41 -0.45
C -0.363 0.583 -1.502 0.06 0.19 0.41
O -0.986 0.985 -2.429 -0.29 0.27 0.06
O 0.884 0.988 -1.177 0.33 -0.39 -0.38
H 3.892 1.156 0.262 0.09 -0.02 -0.05
H 4.923 -0.232 -0.172 -0.01 -0.01 0.04
H 3.802 -0.329 1.210 0.05 -0.03 -0.02
H 2.852 -1.544 -0.724 0.04 0.01 0.07
H 1.524 0.514 0.704 -0.05 -0.07 0.02
H 0.285 -1.578 0.677 0.03 -0.08 -0.06
H 0.591 -1.761 -1.104 0.03 -0.22 0.23
C 0.874 -1.575 4.437 0.03 0.04 -0.05
C 0.909 -2.709 3.433 0.02 0.00 0.02
O 1.827 -2.462 2.367 0.04 0.08 -0.02
H 0.607 -0.638 3.947 -0.02 0.00 0.01
H 0.146 -1.775 5.223 0.00 -0.01 0.00
H 1.851 -1.444 4.909 -0.01 -0.02 0.02
H -0.064 -2.831 2.957 0.00 -0.01 0.00
H 1.156 -3.654 3.926 -0.03 -0.01 -0.01
H 2.707 -2.371 2.748 -0.01 -0.03 -0.01
C -4.988 1.986 -3.137 0.00 -0.02 0.05
C -3.976 3.104 -2.969 0.04 0.00 -0.01
O -3.175 2.940 -1.810 -0.13 -0.09 0.06
H -5.635 1.924 -2.260 -0.01 0.01 -0.01
H -5.609 2.149 -4.019 0.00 0.00 -0.01
H -4.481 1.025 -3.251 0.00 0.00 -0.02
H -4.484 4.062 -2.847 0.00 0.00 -0.02
H -3.342 3.175 -3.860 -0.02 0.01 -0.01
H -2.700 2.105 -1.903 0.12 0.09 -0.06
```
Forces are in eV/Å.

Net charge = 0
LUMO = 0.38 eV
HOMO level = -9.6 eV
Frontier orbital gap = 9.96 eV
Structure (SMILES) = C[C@H](F)[C@@H]1COC(=O)O1.CCO.CCO
Calculated total energy = -22595.6184 eV


Q: Look up the net charge of the third one.
A: 0